{"formula": "C2H11N2O2", "method": "ωB97M-V/def2-TZVPD", "species": ["O", "O", "N", "N", "C", "C", "H", "H", "H", "H", "H", "H", "H", "H", "H", "H", "H"], "xyz": [[3.2227, -1.0875, 1.7205], [0.1718, 2.6156, -1.5132], [-0.2170, 0.4115, 0.8416], [-1.9399, -0.3098, -1.3222], [-1.2403, -1.4206, -0.5295], [-0.2503, -0.9107, 0.2580], [-1.1666, -2.4171, -0.8499], [3.7941, -1.1158, 2.5337], [-0.5417, 2.8070, -2.0315], [0.5579, 0.5558, 1.4886], [-2.3834, 0.3300, -0.7796], [2.4056, -1.6366, 1.9604], [0.0233, 1.2251, 0.1559], [0.5203, -1.5174, 0.7278], [-2.7681, -0.5367, -1.9655], [0.9368, 2.4432, -2.1086], [-1.1251, 0.5641, 1.4135]], "lowdin_charge": [-0.1096, -0.0188, 0.1614, 0.0504, -0.0257, -0.1351, 0.0994, 0.0688, -0.0071, 0.1549, 0.0060, 0.0500, 0.1700, 0.0998, 0.1293, 0.0890, 0.2173], "de_lowest_kcal_mol": 72.5, "charge": 1, "energy_ev": -9319.163, "e_homo_ha": -0.499}